Record 1
Here is 3 unconnected molecules or ions with the total composition C15H19BrClN2O5PSi from the OMol25 dataset. Energies are from ωB97M-V with the def2-TZVPD basis set.

Properties
net charge = 0
lowest unoccupied orbital energy = -0.588 eV
gap between HOMO and LUMO = 8.320 eV
SMILES = CC[C@H](Br)[SiH2]P(O)Cl.O=[N+]([O-])c1ccccc1.O=[N+]([O-])c1ccccc1
multiplicity = 1

CARTESIAN COORDINATES (ANGSTROEM)
C: 0.53 2.77 -6.83
C: -0.87 2.15 -6.82
C: -0.90 0.75 -6.22
Br: -2.73 0.05 -6.37
Si: -0.37 0.62 -4.39
P: 1.69 -0.43 -4.38
O: 2.53 0.39 -5.53
Cl: 2.38 0.46 -2.63
H: 0.92 2.89 -5.81
H: 0.51 3.75 -7.29
H: 1.22 2.14 -7.40
H: -1.56 2.79 -6.26
H: -1.25 2.10 -7.84
H: -0.31 0.07 -6.83
H: -0.28 1.98 -3.80
H: -1.27 -0.24 -3.63
H: 2.37 1.34 -5.57
C: 1.30 1.70 2.59
C: 1.52 1.58 1.22
C: 0.45 1.46 0.35
C: -0.83 1.46 0.88
C: -1.08 1.58 2.24
C: 0.00 1.70 3.09
N: -1.97 1.33 -0.04
O: -1.72 1.17 -1.23
O: -3.09 1.38 0.42
H: 2.14 1.78 3.26
H: 2.53 1.57 0.83
H: 0.59 1.36 -0.71
H: -2.10 1.56 2.60
H: -0.17 1.77 4.16
C: 0.96 -4.75 6.04
C: 1.19 -3.54 6.69
C: 0.48 -2.41 6.33
C: -0.47 -2.52 5.33
C: -0.73 -3.71 4.68
C: 0.00 -4.83 5.04
N: -1.24 -1.32 4.94
O: -0.97 -0.28 5.50
O: -2.08 -1.45 4.08
H: 1.52 -5.63 6.32
H: 1.94 -3.48 7.46
H: 0.63 -1.46 6.81
H: -1.48 -3.75 3.90
H: -0.18 -5.78 4.54

Löwdin atomic charges, in units of e: -0.122 -0.385 -0.888 0.621 0.440 0.373 -0.456 0.122 0.053 0.079 0.078 0.101 0.099 0.048 -0.031 -0.054 0.010 -0.069 -0.065 -0.017 -0.141 0.001 -0.069 -0.345 0.029 0.086 0.106 0.104 0.057 0.121 0.097 -0.072 -0.065 -0.003 -0.145 0.000 -0.063 -0.342 0.062 0.083 0.107 0.108 0.118 0.120 0.109

***

Record 2
Here is 4 unconnected molecules or ions with the total composition C39H56BrIN2O20PS in a non-equilibrium geometry from the OMol25 dataset. Energies are from ωB97M-V with the def2-TZVPD basis set.

Properties
net charge = +1
lowest unoccupied orbital energy = -3.465 eV
gap between HOMO and LUMO = 7.617 eV
multiplicity = 1

CARTESIAN COORDINATES (ANGSTROEM)
C: 0.75 -4.40 2.21
C: 0.32 -3.14 2.24
C: 0.87 -2.20 1.15
C: 0.49 -0.71 1.39
O: 0.69 -0.53 2.76
C: -1.05 -0.62 1.26
O: -1.58 -1.28 0.12
C: -2.77 -1.98 0.43
O: -3.83 -1.41 0.34
C: -2.71 -3.41 0.87
C: -2.36 -4.40 -0.01
C: -2.31 -5.71 0.44
C: -2.62 -5.97 1.75
C: -2.96 -4.97 2.64
C: -3.01 -3.66 2.20
O: -1.56 0.66 1.47
C: -0.69 1.77 1.39
N: -1.56 2.82 0.90
C: -2.84 2.76 1.14
C: -3.56 3.01 2.44
C: -3.78 2.51 -0.04
P: -0.33 2.41 3.12
O: -1.21 1.66 4.04
O: -0.73 3.95 3.32
O: 1.16 2.23 3.66
C: 0.50 1.57 0.33
Br: -0.79 1.45 -1.33
C: 1.23 2.80 -0.23
C: 2.38 3.63 0.37
O: 3.45 3.63 -0.18
I: 2.19 5.03 2.00
N: 1.30 0.26 0.53
C: 1.43 -0.33 -0.89
C: 2.58 -1.30 -1.27
C: 3.85 -0.61 -1.85
S: 4.94 -1.93 -2.47
O: 4.17 -3.06 -2.90
O: 5.78 -1.44 -3.51
O: 5.79 -2.42 -1.19
C: 2.75 0.40 0.98
C: 3.31 0.78 2.33
C: 3.96 1.97 2.61
C: 4.51 2.26 3.84
C: 4.47 1.36 4.89
C: 5.05 1.73 6.23
C: 3.88 0.13 4.62
C: 3.35 -0.12 3.38
H: 0.11 -5.16 2.65
H: 1.71 -4.66 1.78
H: -0.36 -2.79 3.01
H: 0.55 -2.59 0.19
H: 1.95 -2.37 1.23
H: -0.09 -0.23 3.25
H: -1.49 -1.21 2.08
H: -2.10 -4.19 -1.05
H: -2.02 -6.53 -0.21
H: -2.61 -6.99 2.11
H: -3.21 -5.17 3.68
H: -3.26 -2.83 2.84
H: -3.11 3.81 3.03
H: -3.67 2.09 3.02
H: -4.58 3.34 2.23
H: -3.51 3.25 -0.81
H: -4.82 2.62 0.25
H: -3.55 1.49 -0.37
H: -0.61 4.46 2.51
H: 1.16 2.16 4.63
H: 0.46 3.57 -0.42
H: 1.55 2.59 -1.26
H: 1.64 0.46 -1.61
H: 0.54 -0.89 -1.15
H: 2.90 -2.03 -0.52
H: 2.23 -1.91 -2.11
H: 3.61 -0.01 -2.73
H: 4.44 -0.08 -1.10
H: 5.87 -1.67 -0.58
H: 3.12 -0.62 0.99
H: 3.26 0.99 0.21
H: 4.10 2.72 1.85
H: 5.00 3.22 4.00
H: 4.38 1.32 7.00
H: 4.96 2.82 6.34
H: 6.08 1.41 6.37
H: 3.85 -0.63 5.40
H: 2.92 -1.11 3.22
C: -3.31 8.06 -0.18
O: -4.06 7.11 0.58
C: -5.34 7.44 0.77
O: -5.87 8.44 0.36
O: -5.92 6.48 1.48
C: -7.31 6.70 1.76
H: -2.30 7.68 -0.26
H: -3.73 8.18 -1.17
H: -3.29 9.02 0.34
H: -7.88 6.76 0.83
H: -7.44 7.61 2.34
H: -7.66 5.85 2.34
C: 3.11 -8.22 -6.69
O: 4.36 -7.60 -6.42
C: 4.28 -6.50 -5.66
O: 3.26 -6.03 -5.22
O: 5.51 -6.03 -5.49
C: 5.57 -4.84 -4.69
H: 3.31 -9.09 -7.31
H: 2.63 -8.55 -5.77
H: 2.45 -7.55 -7.24
H: 5.19 -5.03 -3.69
H: 5.02 -4.03 -5.16
H: 6.62 -4.55 -4.62
C: -4.18 1.90 -6.64
O: -4.55 1.51 -5.32
C: -3.96 0.40 -4.89
O: -3.17 -0.26 -5.50
O: -4.39 0.16 -3.65
C: -3.84 -1.02 -3.06
H: -4.72 2.81 -6.87
H: -3.11 2.11 -6.70
H: -4.45 1.13 -7.36
H: -2.75 -0.93 -2.97
H: -4.10 -1.90 -3.63
H: -4.26 -1.11 -2.06

Löwdin atomic charge list, values in e, 99 entries: 0.041 -0.140 -0.082 -0.328 0.034 -0.262 0.007 -0.359 0.174 -0.164 -0.020 -0.059 -0.084 -0.065 -0.035 -0.017 -0.487 -0.002 -0.303 -0.002 -0.009 0.505 -0.249 -0.169 -0.162 -0.344 1.006 -0.221 -0.779 -0.007 1.046 -0.023 -0.161 -0.187 -0.194 0.604 -0.272 -0.251 -0.129 -0.025 -0.207 -0.087 -0.043 -0.261 -0.029 -0.022 -0.056 0.064 0.078 0.108 0.127 0.115 0.110 0.163 0.130 0.118 0.117 0.118 0.131 0.085 0.110 0.084 0.100 0.084 0.066 0.016 0.114 0.104 0.098 0.093 0.098 0.102 0.129 0.123 0.093 0.088 0.124 0.127 0.065 0.124 0.085 0.081 0.090 0.126 0.116 -0.041 -0.011 -0.625 0.139 -0.008 -0.035 0.088 0.100 0.100 0.100 0.100 0.092 -0.043 0.006

***

Record 3
Here is a molecular structure, C21H36As3INPd from the OMol25 dataset. Energies are from ωB97M-V with the def2-TZVPD basis set.

Properties
net charge = +3
energy above the lowest of the compared OMol25 structures with the same formula, charge and spin = 0.0 kJ/mol
lowest unoccupied orbital energy = -11.368 eV
gap between HOMO and LUMO = 4.487 eV
multiplicity = 1

CARTESIAN COORDINATES (ANGSTROEM)
Pd: 0.22 -0.08 -0.29
C: 0.40 1.37 1.43
C: -0.96 0.97 1.22
C: -1.05 -0.47 1.45
C: 0.24 -0.93 1.83
C: 1.13 0.19 1.80
H: 0.80 2.37 1.38
H: -1.80 1.62 1.04
H: -1.96 -1.04 1.44
H: 0.50 -1.93 2.12
H: 2.19 0.16 2.01
C: -2.65 2.07 -1.56
As: -0.78 1.63 -1.83
C: 0.02 3.38 -1.59
C: -0.46 1.13 -3.69
C: -1.13 -0.12 -4.28
C: -2.66 0.00 -4.25
C: -0.68 -1.41 -3.58
As: -1.04 -1.71 -1.70
C: -2.92 -1.75 -1.28
C: -0.57 -3.56 -1.48
C: -0.71 -0.19 -5.77
As: 1.07 -0.66 -6.56
C: 1.13 -2.60 -6.26
C: 2.39 -0.16 -5.18
H: -2.97 2.58 -2.47
H: -2.71 2.76 -0.72
H: -3.29 1.21 -1.38
H: 0.13 3.84 -2.57
H: 0.98 3.36 -1.09
H: -0.68 3.97 -1.00
H: 0.63 1.07 -3.79
H: -0.79 2.02 -4.23
H: -3.06 0.03 -3.24
H: -3.11 -0.85 -4.76
H: -2.98 0.90 -4.77
H: 0.40 -1.54 -3.66
H: -1.15 -2.27 -4.07
H: -3.46 -2.13 -2.15
H: -3.33 -0.78 -1.00
H: -3.05 -2.44 -0.45
H: -1.36 -4.12 -1.99
H: -0.55 -3.83 -0.43
H: 0.39 -3.77 -1.94
H: -0.97 0.77 -6.23
H: -1.37 -0.92 -6.26
H: 0.20 -3.05 -6.60
H: 1.32 -2.89 -5.22
H: 1.93 -2.99 -6.87
H: 2.44 0.93 -5.08
H: 3.35 -0.50 -5.56
H: 2.23 -0.62 -4.21
I: 2.65 -2.97 -0.12
C: 3.07 -1.21 -1.12
C: 4.35 -1.13 -1.65
C: 4.76 0.03 -2.28
C: 3.86 1.08 -2.38
C: 2.60 0.92 -1.85
N: 2.18 -0.20 -1.23
H: 5.02 -1.97 -1.55
H: 5.76 0.11 -2.69
H: 4.13 2.02 -2.85
H: 1.90 1.73 -1.92

Löwdin atomic charges, in units of e: 0.708 -0.094 -0.129 -0.119 -0.111 -0.053 0.136 0.117 0.128 0.110 0.146 -0.223 1.202 -0.206 -0.283 -0.651 -0.046 -0.300 1.171 -0.232 -0.277 -0.359 1.192 -0.330 -0.361 0.073 0.048 0.020 0.068 0.034 0.057 0.051 0.113 0.040 0.109 0.110 0.052 0.115 0.067 0.016 0.056 0.069 0.034 -0.002 0.076 0.080 0.030 0.006 0.031 0.019 0.037 -0.012 1.136 -0.754 -0.102 0.012 -0.019 -0.158 -0.088 0.110 0.144 0.138 0.050

***

Record 4
Here is a molecular structure, C24H23F8MnN4O15P2S2Te from the OMol25 dataset. Energies are from ωB97M-V with the def2-TZVPD basis set.

Properties
net charge = -1
energy above the lowest of the compared OMol25 structures with the same formula, charge and spin = 153.8 kJ/mol
<S²> = 3.827
lowest unoccupied orbital energy (spin up / spin down) = 0.787 / 0.995 eV
gap between HOMO and LUMO (spin up / spin down) = 8.133 / 8.363 eV
multiplicity = 4

CARTESIAN COORDINATES (ANGSTROEM)
Mn: -0.80 -0.38 0.23
O: 2.98 -0.48 -1.66
P: 2.28 -0.27 -0.25
O: 3.08 -0.82 0.85
O: 0.86 -0.84 -0.48
O: 2.09 1.31 -0.10
P: 0.76 2.19 -0.42
O: 0.64 1.98 -1.98
O: 0.94 3.56 0.06
O: -0.41 1.40 0.25
H: 3.87 -0.81 -1.53
H: -0.26 2.07 -2.32
F: -3.75 -0.68 -3.53
Te: -3.13 0.87 -2.53
F: -1.51 -0.30 -1.60
F: -2.13 2.48 -2.08
F: -1.82 0.84 -3.86
F: -4.19 1.94 -3.69
O: -2.47 -0.02 0.95
O: -3.30 -1.29 2.61
C: -3.26 -0.93 1.46
N: -1.24 -2.36 0.25
S: -2.37 -3.33 -0.50
O: -2.61 -4.43 0.39
O: -1.96 -3.66 -1.84
C: -3.82 -2.33 -0.59
C: -4.66 -2.64 -1.65
C: -5.92 -2.05 -1.72
C: -6.33 -1.18 -0.72
C: -5.48 -0.87 0.33
C: -4.22 -1.44 0.41
H: -4.32 -3.30 -2.43
H: -6.56 -2.27 -2.56
H: -7.31 -0.72 -0.77
H: -5.78 -0.16 1.09
C: 6.14 -1.84 2.80
C: 4.72 -2.08 3.30
S: 4.28 -3.77 3.06
O: 5.06 -4.61 3.95
O: 4.29 -4.07 1.65
C: 2.57 -3.87 3.60
C: 1.82 -4.99 2.87
N: 1.14 -4.49 1.67
C: 0.03 -3.74 1.75
N: -0.17 -3.19 0.55
C: 0.80 -3.59 -0.33
C: 1.61 -4.40 0.37
N: 2.64 -5.25 -0.18
O: 2.85 -6.30 0.39
O: 3.15 -4.87 -1.20
C: -0.85 -3.61 2.93
H: 6.39 -0.79 2.96
H: 6.19 -2.04 1.73
H: 6.86 -2.46 3.32
H: 4.00 -1.49 2.71
H: 4.61 -1.88 4.37
H: 2.10 -2.90 3.41
H: 2.59 -4.05 4.67
H: 1.06 -5.41 3.51
H: 2.49 -5.79 2.56
H: 0.79 -3.30 -1.37
H: -1.40 -4.55 3.06
H: -1.57 -2.81 2.76
H: -0.28 -3.39 3.82
F: 2.29 -2.19 8.91
C: 2.21 -0.90 8.53
F: 1.37 -0.30 9.40
F: 3.42 -0.35 8.71
C: 1.72 -0.77 7.11
C: 2.54 -0.25 6.12
C: 2.07 -0.18 4.82
C: 0.78 -0.63 4.50
C: -0.04 -1.12 5.52
C: 0.43 -1.20 6.82
C: 0.32 -0.59 3.15
C: -0.07 -0.55 2.01
H: 3.53 0.09 6.36
H: 2.69 0.23 4.03
H: -1.05 -1.43 5.28
H: -0.20 -1.58 7.60

Löwdin atomic charges, in units of e: 0.870 -0.081 0.254 -0.253 -0.343 -0.217 0.273 -0.096 -0.235 -0.325 0.085 0.040 -0.508 1.981 -0.501 -0.514 -0.411 -0.499 -0.128 0.112 -0.562 -0.178 0.669 -0.277 -0.275 -0.232 -0.067 -0.070 -0.062 -0.016 -0.121 0.120 0.112 0.107 0.127 -0.103 -0.311 0.655 -0.310 -0.291 -0.181 -0.103 0.094 -0.202 -0.076 0.096 -0.099 -0.348 0.091 0.123 0.040 0.081 0.079 0.077 0.059 0.099 0.093 0.114 0.133 0.118 0.160 0.112 0.067 0.079 0.132 -0.584 0.135 0.134 -0.130 -0.005 -0.015 -0.235 -0.013 -0.006 -0.043 0.013 0.120 0.124 0.123 0.125

***

These records have calculated total energy values of -4733.6052, -6744.8727, -8008.3797, -5973.4024 a.u., in the order they appear.